[1]
An isolated molecule of C7H8N2O2 at a distorted geometry, computed with ωB97M-V/def2-TZVPD.

```
! RIJCOSX wB97M-V def2-TZVPD def2/J DEFGRID3
* xyz 0 1
N -3.27 -1.03 -0.02
N -2.10 -0.40 -0.25
C -1.03 -0.68 0.61
O -1.13 -1.56 1.44
C 0.18 0.10 0.32
C 0.88 0.70 1.41
C 2.08 1.41 1.19
C 2.67 1.44 -0.13
C 2.02 0.88 -1.24
C 0.72 0.14 -0.93
O 0.19 -0.38 -2.06
H -3.38 -1.38 0.81
H -3.21 -2.09 -0.50
H -2.12 0.41 -0.60
H 0.60 0.50 2.23
H 2.53 1.79 1.93
H 3.73 1.79 -0.31
H 2.48 0.97 -2.19
H -0.60 -0.50 -1.86
*
```

Results
HOMO level = -8.881 eV
Kohn-Sham gap = 9.53 eV
SMILES string = NNC(=O)c1ccccc1O
E_LUMO = 0.6497 eV
electronic energy = -14459.4541 eV

---

[2]
An isolated molecule of C7H8N2O2 at a distorted geometry, computed with ωB97M-V/def2-TZVPD.

```
! RIJCOSX wB97M-V def2-TZVPD def2/J DEFGRID3
* xyz 0 1
C 0.11 2.69 1.28
O -1.23 2.23 0.86
N -1.48 1.19 0.05
C -0.72 0.25 -0.42
C -1.54 -0.69 -1.22
C -1.28 -2.00 -1.12
C -0.32 -2.58 -0.27
C 0.73 -1.68 0.11
C 0.72 -0.27 -0.27
N 1.95 0.25 -0.12
O 2.38 1.34 -0.50
H 0.28 1.90 2.02
H -0.03 3.70 1.85
H 0.88 2.77 0.56
H -2.30 -0.37 -1.88
H -2.21 -2.56 -1.36
H -0.17 -3.67 -0.17
H 1.51 -2.09 0.73
H 2.70 -0.41 -0.12
*
```

Results
HOMO level (alpha / beta) = -7.866 / -8.141 eV
Kohn-Sham gap (alpha / beta) = 7.24 / 7.15 eV
SMILES string = CO/N=C1/C=CC=C/C1=[NH+]/[O-]
E_LUMO (alpha / beta) = -0.6310 / -0.9896 eV
electronic energy = -14456.5469 eV

---

[3]
An isolated molecule of C7H8N2O2S at a distorted geometry, computed with ωB97M-V/def2-TZVPD.

```
! RIJCOSX wB97M-V def2-TZVPD def2/J DEFGRID3
* xyz 0 1
C -1.43 1.96 -0.66
C -1.89 1.54 0.53
C -1.17 1.26 1.75
C 0.07 0.74 2.00
C 0.88 0.09 1.12
C 0.58 -0.74 0.08
C -0.68 -1.17 -0.17
N -1.65 -1.60 -0.58
S 1.92 -1.57 -0.73
N 1.19 -1.89 -2.24
O 3.04 -0.73 -0.79
O 2.08 -2.81 -0.06
H -0.39 2.06 -0.89
H -2.05 1.79 -1.63
H -2.96 1.58 0.63
H -1.79 1.50 2.58
H 0.27 0.89 3.07
H 1.90 0.22 1.34
H 1.84 -1.64 -2.97
H 0.24 -1.50 -2.40
*
```

Results
HOMO level = -9.174 eV
Kohn-Sham gap = 7.83 eV
SMILES string = C=C/C=C\C=C(/C#N)S(N)(=O)=O
E_LUMO = -1.3428 eV
electronic energy = -25295.1448 eV

---

[4]
A structure of composition C7H8N2O5S at a distorted geometry, computed with ωB97M-V/def2-TZVPD.

```
! RIJCOSX wB97M-V def2-TZVPD def2/J DEFGRID3
* xyz 0 3
C 1.28 1.82 2.46
C 2.43 1.43 1.95
C 0.17 1.82 1.45
C -1.80 0.04 -1.53
C -1.07 -1.10 -2.28
C -1.79 -0.39 -0.09
C 0.37 -1.29 -0.53
N 0.59 1.63 0.25
N 1.60 -1.80 -0.04
O -1.05 1.92 1.73
O 2.36 -2.27 -0.83
O 1.77 -1.77 1.18
O 0.35 -1.24 -1.80
O -0.56 -0.96 0.38
S 2.16 1.25 0.16
H 1.12 2.11 3.58
H 3.35 1.35 2.36
H -1.32 0.92 -1.73
H -2.80 0.26 -2.04
H -1.52 -2.02 -1.89
H -1.06 -1.04 -3.29
H -1.97 0.54 0.59
H -2.62 -1.22 -0.04
*
```

Results
HOMO level (alpha / beta) = -7.249 / -9.941 eV
Kohn-Sham gap (alpha / beta) = 7.84 / 7.37 eV
E_LUMO (alpha / beta) = 0.5929 / -2.5719 eV
electronic energy = -31433.8939 eV

---

[5]
An isolated molecule of C7H8N2Si at a distorted geometry, computed with ωB97M-V/def2-TZVPD.

```
! RIJCOSX wB97M-V def2-TZVPD def2/J DEFGRID3
* xyz 0 1
N -0.09 -3.24 1.22
C -0.36 -2.16 0.90
N -0.60 -0.90 0.77
Si -1.91 -0.18 2.30
C 0.12 -0.16 -0.18
C 1.00 -0.86 -0.99
C 1.80 -0.11 -1.82
C 1.54 1.32 -1.96
C 0.48 1.90 -1.16
C -0.24 1.10 -0.31
H -3.11 -0.94 2.06
H -2.21 1.22 2.31
H -1.44 -0.82 3.67
H 1.19 -1.89 -0.96
H 2.42 -0.60 -2.53
H 2.29 1.88 -2.51
H 0.19 2.95 -1.16
H -1.06 1.51 0.35
*
```

Results
HOMO level = -8.325 eV
Kohn-Sham gap = 8.21 eV
SMILES string = N#CN([SiH3])c1ccccc1
E_LUMO = -0.1117 eV
electronic energy = -18244.0851 eV

---

[6]
A cluster of 2 separate species, C7H8N3O3PS in total at a distorted geometry, computed with ωB97M-V/def2-TZVPD.

```
! RIJCOSX wB97M-V def2-TZVPD def2/J DEFGRID3
* xyz -2 1
C 3.73 0.41 -0.22
C 2.71 1.38 -0.07
C 3.36 -0.92 -0.29
C 1.42 0.93 0.14
C 2.02 -1.42 -0.16
C 1.23 -0.35 0.09
C -2.12 1.47 0.06
N 1.50 -2.60 -0.13
N -3.32 1.82 -0.44
N -1.70 0.30 0.35
O -2.31 -2.14 1.24
O -3.29 -1.38 -1.08
O -4.25 -0.53 1.16
P -3.03 -0.86 0.33
S -1.10 2.93 0.46
H 4.76 0.73 -0.30
H 3.04 2.31 -0.23
H 3.93 -1.72 -0.78
H 0.65 1.70 0.40
H 2.15 -3.34 -0.43
H -1.73 -2.58 0.62
H -3.97 1.10 -0.39
H -3.69 2.75 -0.33
*
```

Results
HOMO level (alpha / beta) = -1.162 / -1.162 eV
Kohn-Sham gap (alpha / beta) = 5.68 / 5.68 eV
E_LUMO (alpha / beta) = 4.5134 / 4.5155 eV
electronic energy = -38124.0120 eV